C32H33LuN8O7PS as an isolated structure. Source: the Open Molecules 2025 dataset; level of theory: ωB97M-V/def2-TZVPD.

```
83
Properties=species:S:1:pos:R:3:forces:R:3
Lu 2.47073 0.09378 0.58276 1.25 -0.34 0.30
N 4.44380 -1.65318 0.58275 0.02 0.38 0.06
C 5.67412 -0.97040 0.11300 -0.12 -0.10 0.04
C 5.33491 0.01848 -1.00229 -0.10 0.14 0.10
O 6.09813 0.11573 -1.96731 0.01 0.06 0.03
N 4.20865 0.68274 -0.74164 -0.23 -0.04 -0.34
C 3.72486 1.60882 -1.76198 0.12 -0.25 0.14
C 2.24278 1.38643 -2.06596 -0.01 -0.06 0.01
O 1.72953 1.89326 -3.04196 -0.12 -0.02 -0.01
O 1.59769 0.61831 -1.20614 -0.16 0.68 -0.77
H 4.14954 -2.29292 -0.14754 -0.11 -0.04 -0.01
H 4.65069 -2.21450 1.40061 -0.07 -0.01 0.07
H 6.09727 -0.41473 0.94997 0.03 0.01 0.04
H 6.42565 -1.66306 -0.26045 0.05 -0.08 -0.02
H 3.82723 2.64471 -1.42558 -0.01 0.07 0.00
H 4.27979 1.50730 -2.69240 0.07 0.01 -0.07
C -2.20218 2.38759 -2.52106 0.01 0.01 0.00
C -1.25943 3.33880 -2.16184 0.01 -0.02 0.00
C -0.57710 3.22910 -0.95616 0.08 -0.03 -0.09
C -0.81519 2.15478 -0.10934 -0.16 0.08 0.17
C -1.75222 1.19062 -0.48497 -0.07 0.03 -0.04
C -2.45099 1.31141 -1.67728 0.05 0.01 0.05
P 0.01651 1.87083 1.50158 -0.03 0.17 -0.38
C -1.17386 2.64344 2.66519 0.06 -0.10 0.07
C -1.14542 2.20939 3.98963 0.01 0.02 0.05
C -1.98511 2.77182 4.94091 0.00 0.01 -0.04
C -2.87104 3.77624 4.57576 0.01 0.00 -0.06
C -2.91403 4.20911 3.25658 0.03 -0.03 0.01
C -2.07403 3.64322 2.30594 -0.06 0.02 -0.01
C 1.47074 2.98177 1.55427 -0.19 -0.06 0.14
C 1.36673 4.37031 1.67384 0.13 0.05 0.05
C 2.52089 5.13349 1.73289 0.00 -0.02 0.00
C 3.76114 4.50022 1.67200 -0.04 -0.02 0.01
C 3.83828 3.11972 1.54792 0.06 0.04 0.05
C 2.70167 2.29654 1.50056 -0.28 0.03 -0.25
H -2.73280 2.47698 -3.46211 0.03 -0.01 0.03
H -1.03514 4.15906 -2.83264 -0.01 -0.01 0.03
H 0.17738 3.96189 -0.69546 -0.02 0.00 -0.01
H -1.93428 0.34239 0.17027 -0.03 0.02 0.00
H -3.18556 0.56259 -1.95480 0.01 0.01 0.01
H -0.45894 1.41931 4.27578 -0.02 0.01 -0.01
H -1.95695 2.41720 5.96398 0.01 0.00 -0.02
H -3.53478 4.21255 5.31278 0.02 -0.01 -0.01
H -3.60631 4.98930 2.96268 0.00 -0.02 0.01
H -2.13137 3.97415 1.27480 0.02 -0.01 0.03
H 0.39647 4.85393 1.73189 0.00 -0.03 0.00
H 2.45928 6.21235 1.82402 0.01 -0.03 0.00
H 4.66894 5.09352 1.70985 -0.01 0.00 0.01
H 4.82414 2.66740 1.47502 0.00 0.01 -0.03
N -2.96644 -1.33317 2.75520 0.14 -0.02 -0.11
C -1.85959 -1.56504 2.49697 0.18 0.24 0.15
N -0.65138 -1.94441 2.14183 -0.22 -0.44 -0.16
C 0.49429 -1.43098 2.30142 0.03 0.08 0.02
N 1.62456 -1.10193 2.30871 -0.30 -0.41 0.68
C -5.30592 -2.38749 -3.30244 0.05 -0.02 0.05
C -4.10489 -2.49243 -2.36701 -0.15 -0.04 -0.10
S -3.95264 -4.17255 -1.79513 -0.02 -0.02 0.01
O -3.67893 -5.01442 -2.93817 -0.03 0.01 0.04
O -5.07994 -4.46005 -0.94751 0.07 -0.01 -0.05
C -2.48232 -4.11532 -0.79406 0.08 0.04 -0.11
C -1.22160 -4.28461 -1.65089 -0.19 0.08 0.25
N -0.05198 -3.74511 -0.96623 0.03 -0.30 -0.12
C 0.49499 -2.54062 -1.23142 -0.06 0.32 0.06
N 1.53307 -2.29602 -0.43651 0.09 0.07 0.05
C 1.67702 -3.39430 0.35454 0.08 0.07 -0.02
C 0.71528 -4.29673 0.04148 -0.14 -0.17 0.01
N 0.46956 -5.55486 0.66365 -0.11 0.15 -0.04
O -0.53910 -6.16571 0.34036 0.05 -0.08 -0.01
O 1.27702 -5.93332 1.48706 0.06 -0.03 0.01
C -0.03127 -1.62596 -2.28126 0.01 -0.10 -0.02
H -5.39110 -1.37109 -3.68326 0.00 0.02 0.01
H -6.22459 -2.64121 -2.77439 0.02 0.02 0.00
H -5.19499 -3.06839 -4.14610 0.02 0.03 0.01
H -4.21781 -1.87633 -1.47297 0.01 0.02 -0.04
H -3.17005 -2.24419 -2.87435 -0.04 0.03 0.02
H -2.58105 -4.91478 -0.06134 0.00 0.04 0.01
H -2.49541 -3.15401 -0.27255 0.04 -0.08 0.06
H -1.31135 -3.74820 -2.59073 0.01 0.03 -0.02
H -1.06549 -5.32952 -1.88428 0.03 -0.08 0.00
H 2.41471 -3.47437 1.13400 -0.01 0.02 -0.02
H 0.17986 -2.02092 -3.27911 -0.02 0.00 0.03
H 0.44631 -0.65555 -2.17222 -0.01 0.01 -0.01
H -1.10959 -1.48818 -2.18163 0.03 -0.01 0.02
```
Positions in Å, forces in eV/Å.

Computed properties:
LUMO energy ... 1.226 eV
Frontier orbital gap ... 7.154 eV
Total charge ... -1
Energy ... -4179.166661 hartree
Energy relative to the best compared isomer or geometry (same formula, charge and spin) ... 0.252 eV

Atomic partial charges in e from the Löwdin method, atoms 1 to 8: Lu 1.5427; N -0.0504; C -0.1736; C -0.5847; O -0.0110; N -0.1175; C -0.1366; C -0.5978



C25H26BiN6OS2 as an isolated structure. Source: the Open Molecules 2025 dataset; level of theory: ωB97M-V/def2-TZVPD.

```
61
Properties=species:S:1:pos:R:3:forces:R:3
Bi 0.15793 -0.11499 0.37132 -0.28 -0.03 0.00
O -3.55347 -2.32369 0.34607 0.08 -0.11 -0.04
C -2.51941 -1.76551 0.02169 -0.08 0.24 0.13
N -2.05671 -0.58687 0.52036 0.10 0.09 0.17
C -2.77493 -0.13152 1.71207 -0.07 -0.03 -0.18
C -2.11812 -0.46817 3.03489 0.08 0.01 0.01
C -2.78917 -0.17264 4.21798 0.00 -0.01 0.05
C -2.19715 -0.49381 5.42432 -0.08 0.02 -0.08
C -0.95376 -1.11329 5.42097 0.02 0.03 0.00
C -0.35214 -1.35000 4.20206 0.05 0.01 -0.01
N -0.91364 -1.02907 3.03295 0.02 0.02 -0.30
C -1.66290 -2.35737 -1.05831 -0.07 -0.25 -0.19
C -2.15888 -3.39437 -1.83343 -0.01 0.05 0.07
C -1.38004 -3.87690 -2.86962 0.02 0.05 0.00
C -0.14223 -3.29276 -3.10299 0.03 -0.01 0.07
C 0.29526 -2.28965 -2.25867 0.01 -0.07 -0.09
N -0.44821 -1.84424 -1.24461 -0.10 -0.21 0.13
H -2.92079 0.94789 1.66671 0.04 0.07 0.00
H -3.75829 -0.60633 1.70634 -0.01 0.08 -0.03
H -3.76256 0.29873 4.17789 -0.01 -0.01 0.03
H -2.69860 -0.26885 6.35619 0.00 -0.02 0.01
H -0.46491 -1.39249 6.34314 0.03 -0.01 -0.01
H 0.62667 -1.81348 4.14065 -0.01 0.00 0.07
H -3.13756 -3.78281 -1.59121 -0.01 -0.01 -0.06
H -1.73056 -4.68813 -3.49323 -0.02 0.01 -0.01
H 0.48908 -3.61258 -3.91948 0.00 -0.02 0.01
H 1.25800 -1.82195 -2.39232 0.03 0.02 -0.01
C 2.41477 -2.84171 0.94238 0.05 0.07 0.03
C 3.16023 -1.85259 0.09389 0.00 0.16 -0.11
C 4.56814 -1.88750 0.01168 0.09 0.01 -0.03
C 5.21285 -0.97567 -0.77206 -0.03 -0.06 0.07
C 4.47785 -0.00965 -1.49523 -0.26 -0.03 0.05
C 5.09024 0.92147 -2.35627 0.01 0.10 -0.06
C 4.31800 1.82253 -3.03481 0.18 -0.06 0.00
C 2.92679 1.85436 -2.85042 -0.15 -0.10 0.08
C 2.28696 0.96411 -2.01656 -0.06 0.04 0.02
S 0.52272 1.07130 -1.88374 0.01 0.03 -0.15
C 3.06805 -0.01086 -1.33361 0.49 0.08 -0.14
N 2.46102 -0.93689 -0.54385 -0.05 -0.12 0.08
H 2.28264 -2.43591 1.94939 -0.01 -0.05 0.03
H 2.96981 -3.77391 1.02694 -0.02 -0.01 0.04
H 1.42958 -3.05882 0.53111 0.00 0.00 -0.03
H 5.11232 -2.63442 0.57354 0.02 -0.01 -0.04
H 6.29303 -0.97806 -0.85316 0.00 -0.03 0.00
H 6.16716 0.90870 -2.46438 -0.01 -0.01 -0.04
H 4.77805 2.52096 -3.72092 -0.02 0.05 0.04
H 2.33437 2.59285 -3.37455 0.01 0.01 -0.01
C -3.51045 2.74363 -1.76935 0.02 0.02 -0.01
N -2.48349 2.29501 -0.84693 -0.13 -0.53 -0.07
C -1.71322 3.09404 -0.12003 0.40 0.11 0.31
S -0.60901 2.49036 1.05643 -0.25 0.18 0.20
N -1.82434 4.40894 -0.29789 -0.14 0.00 -0.18
C -1.09188 5.42741 0.43462 0.03 0.10 0.18
H -4.00658 1.86338 -2.16820 -0.01 0.04 -0.03
H -3.08807 3.30888 -2.60327 0.03 -0.03 0.00
H -4.25830 3.35483 -1.25778 -0.01 -0.01 -0.01
H -2.39734 1.29457 -0.68797 0.00 0.18 0.13
H -2.51491 4.73013 -0.95815 0.03 0.02 0.03
H -0.09653 5.06752 0.67787 0.01 -0.01 -0.06
H -1.60251 5.68783 1.36297 0.01 -0.03 -0.01
H -1.01085 6.31803 -0.18340 -0.02 -0.03 -0.05
```
Positions in Å, forces in eV/Å.

Computed properties:
LUMO energy ... -2.578 eV
Frontier orbital gap ... 7.743 eV
Total charge ... +1
Energy ... -2382.936305 hartree

Atomic partial charges in e from the natural (NBO) method, atoms 1 to 8: Bi 1.6215; O -0.6060; C 0.6203; N -0.8057; C -0.2958; C 0.2275; C -0.2403; C -0.1403



C49H52AsN2P2SSi2Tm as an isolated structure. Source: the Open Molecules 2025 dataset; level of theory: ωB97M-V/def2-TZVPD.

```
110
Properties=species:S:1:pos:R:3:forces:R:3
Tm 13.95244 12.14100 11.85573 -0.94 -1.46 1.39
C 12.49699 6.92352 11.58968 -0.30 1.25 -1.10
Si 13.51010 8.51876 11.04615 -0.40 -0.40 2.37
C 13.11140 9.03968 9.30711 -0.62 0.29 -0.36
C 15.30457 7.83926 11.13333 -0.64 0.55 0.90
N 13.24515 9.89724 12.16833 0.54 -0.89 -0.49
P 12.73008 9.99427 13.74782 1.26 2.89 -1.26
C 12.93694 11.64250 14.09541 0.05 0.49 -0.32
P 12.32009 13.22045 14.08382 3.75 -1.37 -0.98
N 12.85029 13.88021 12.65330 -1.66 1.41 -0.86
Si 12.32450 15.40590 11.84654 -0.58 -0.98 0.15
C 11.51242 16.58909 13.07427 0.04 -0.56 0.66
C 13.80874 16.25110 11.12785 0.53 0.52 0.14
C 11.21929 15.08418 10.27680 0.41 1.08 0.36
C 10.66102 13.35253 14.61816 -0.85 -0.66 -1.16
C 10.43636 12.69622 15.80642 -1.78 0.64 1.32
C 9.12304 12.67828 16.36129 2.05 -0.03 -0.88
C 8.10063 13.15722 15.58293 -1.97 -0.70 1.49
C 8.33020 13.60011 14.30926 -0.91 0.09 -0.54
C 9.58823 13.69206 13.78964 0.53 0.90 -0.36
C 13.29862 14.19531 15.28482 -0.92 1.46 1.23
C 12.69083 14.96812 16.29980 -1.19 0.17 -0.69
C 13.40708 15.53286 17.35830 -0.08 -0.23 -0.56
C 14.77864 15.39827 17.42408 0.36 -1.15 -1.54
C 15.42255 14.73942 16.32541 0.23 0.58 0.95
C 14.68532 14.23836 15.26041 0.96 -1.16 -0.69
C 13.77228 8.98156 14.85593 -1.50 -0.84 0.01
C 13.23965 7.90134 15.62839 0.54 0.39 -1.72
C 14.12768 6.97965 16.16380 -0.23 -0.55 0.19
C 15.49746 7.23348 16.07613 -0.02 1.89 -0.01
C 16.01877 8.38885 15.39121 -0.42 -1.86 0.56
C 15.12689 9.21753 14.71087 0.71 -0.68 0.32
C 11.05820 9.44565 13.86612 -1.65 -0.86 -0.04
C 10.41129 9.23660 15.10202 -0.91 0.26 -1.76
C 9.05400 8.83417 15.10794 2.66 0.65 2.29
C 8.36605 8.59691 13.97079 -1.62 -1.06 -0.35
C 9.01567 8.66567 12.77396 0.79 1.21 -3.52
C 10.33539 9.19545 12.68058 -0.22 -1.14 0.29
H 13.24733 6.20581 11.86163 0.24 -0.79 -0.34
H 11.83928 6.64860 10.73494 0.76 -0.37 0.31
H 11.80641 6.93558 12.41520 -0.14 0.58 0.55
H 12.94369 10.13275 9.21854 -0.02 -0.73 0.23
H 12.20066 8.53365 8.90607 0.78 0.19 0.19
H 13.98917 8.83788 8.69033 -0.18 -0.25 -0.25
H 15.71094 7.74791 12.16412 -0.52 0.02 -0.41
H 15.96750 8.51305 10.61664 0.46 0.07 -0.52
H 15.30792 6.84412 10.70624 0.19 -0.16 -0.37
H 12.06018 16.70197 14.02662 0.00 -0.15 -0.42
H 10.47923 16.38925 13.34435 -0.15 -0.48 0.03
H 11.44514 17.55726 12.63733 0.23 0.99 -0.56
H 14.61419 16.27663 11.86981 0.23 -0.42 -0.19
H 13.62973 17.32982 10.98113 -0.28 -0.38 -0.35
H 14.12259 15.78173 10.17668 0.08 0.26 0.50
H 10.15707 15.35593 10.22409 0.30 0.48 0.34
H 11.18987 14.06515 10.01608 0.24 -1.67 -0.12
H 11.76720 15.53851 9.42952 -0.43 0.10 0.33
H 11.27234 12.28561 16.34127 0.20 -0.11 0.28
H 8.99823 12.29272 17.34911 -0.30 -0.26 0.40
H 7.03451 13.09241 15.96073 1.41 0.21 -0.45
H 7.45623 13.84122 13.73787 -0.15 0.27 -0.49
H 9.70973 14.10026 12.77210 0.21 -0.33 0.61
H 11.59651 15.24292 16.19106 1.29 -0.78 0.44
H 12.85558 16.04413 18.12190 -0.10 0.32 0.28
H 15.32900 15.76507 18.27172 0.24 0.06 0.09
H 16.51903 14.57891 16.34322 -0.78 0.36 -0.10
H 15.22188 13.77125 14.38209 -0.52 0.39 1.15
H 12.16435 7.68820 15.56780 0.63 0.13 0.26
H 13.73745 6.01269 16.58652 0.56 1.24 -0.17
H 16.14126 6.66635 16.71484 0.57 -0.57 -0.23
H 17.11826 8.45679 15.34668 -0.69 0.38 -0.05
H 15.46320 9.97445 13.99977 -0.08 0.00 0.47
H 10.95474 9.45626 15.99758 -0.02 -0.06 0.54
H 8.69392 8.65494 16.10793 -0.75 0.06 -0.01
H 7.32143 8.25818 14.02753 0.53 0.15 -0.10
H 8.48878 8.43594 11.76878 0.80 0.31 1.95
H 10.89182 9.25019 11.71598 -0.85 0.11 0.85
S 13.70289 12.40062 9.25101 0.08 0.92 0.47
C 15.12241 11.77397 8.44194 1.10 0.04 0.46
C 14.82855 11.18544 7.20612 -0.36 -0.50 0.12
C 15.85747 10.64946 6.43599 0.24 1.44 1.47
C 17.17567 10.84586 6.83769 0.48 -0.02 -0.61
C 17.50643 11.41293 8.06992 0.86 -0.63 -0.22
C 16.51012 11.83512 8.91759 -1.58 0.02 0.66
As 16.83673 12.14714 10.88841 -0.35 0.50 -0.34
C 18.30347 11.01820 11.52612 -0.93 -0.36 0.11
C 19.61961 11.39140 11.31141 0.66 -1.15 0.34
C 20.62409 10.48504 11.74478 -0.89 0.08 -0.22
C 20.27668 9.25973 12.33578 0.76 0.61 0.05
C 18.96965 8.98463 12.67792 -0.72 -0.44 -0.04
C 17.97609 9.85142 12.25892 -1.21 0.39 0.32
C 17.62154 13.94070 11.20765 -0.22 -0.19 -0.23
C 17.79718 14.87735 10.19529 0.02 -0.11 -0.25
C 18.09554 16.21029 10.46085 0.52 0.06 -1.12
C 18.35826 16.59028 11.78781 -0.28 -0.07 -0.92
C 18.38020 15.61551 12.77019 0.36 -1.36 0.91
C 17.94379 14.29705 12.51339 0.03 -0.33 0.04
H 13.73944 11.08302 6.91326 1.56 0.20 0.30
H 15.59356 10.19333 5.53655 -0.05 -0.76 -1.42
H 18.00491 10.60986 6.16713 -0.33 -0.28 0.18
H 18.58677 11.40368 8.35115 -1.04 0.23 -0.07
H 19.82443 12.33571 10.80293 0.24 -0.32 0.23
H 21.66883 10.71256 11.62176 0.17 0.10 -0.21
H 21.05183 8.53752 12.57866 0.00 0.24 0.05
H 18.67453 8.08146 13.24037 0.37 0.51 -0.41
H 16.91488 9.61049 12.58581 1.43 0.52 -0.83
H 17.76761 14.53099 9.17271 -0.38 0.11 -0.21
H 18.25473 16.84660 9.51935 -0.40 -0.51 1.94
H 18.52348 17.62988 12.01880 0.41 0.06 0.12
H 18.88634 15.75410 13.73908 -0.79 0.50 -0.34
H 17.88697 13.47933 13.27954 0.24 1.17 -0.42
```
Positions in Å, forces in eV/Å.

Computed properties:
LUMO energy (spin up / spin down) ... 0.204 / 0.215 eV
Frontier orbital gap (spin up / spin down) ... 6.937 / 6.958 eV
Spin multiplicity ... 3
Energy ... -6988.833411 hartree

Atomic partial charges in e from the Löwdin method, atoms 1 to 8: Tm 0.9173; C -0.1636; Si 0.4194; C -0.2002; C -0.1778; N -0.4085; P 0.6363; C -0.4817



Q: energy of number 3 (C49H52AsN2P2SSi2Tm)?
A: -6988.833411 hartree



Q: Which of these has the lowest energy?
A: C49H52AsN2P2SSi2Tm